[1]
{
  "formula": "C34H44F4N4O2",
  "method": "the ωB97M-V functional and the def2-TZVPD basis",
  "species": ["C", "C", "C", "C", "C", "C", "C", "C", "C", "C", "C", "C", "C", "C", "C", "C", "N", "C", "C", "C", "C", "F", "C", "N", "C", "O", "C", "C", "C", "O", "C", "F", "F", "F", "C", "C", "N", "C", "C", "C", "C", "C", "C", "N", "H", "H", "H", "H", "H", "H", "H", "H", "H", "H", "H", "H", "H", "H", "H", "H", "H", "H", "H", "H", "H", "H", "H", "H", "H", "H", "H", "H", "H", "H", "H", "H", "H", "H", "H", "H", "H", "H", "H", "H", "H", "H", "H", "H"],
  "xyz": [[-1.530, 7.832, 4.359], [-1.211, 6.341, 4.266], [-2.246, 5.497, 5.022], [-3.272, 4.810, 4.090], [-3.081, 3.297, 4.085], [-4.038, 2.556, 3.124], [-3.613, 2.767, 1.675], [-4.248, 1.823, 0.645], [-4.305, 0.361, 1.066], [-2.944, -0.228, 1.436], [-1.956, -0.297, 0.259], [-0.546, 0.209, 0.605], [-0.258, 1.649, 0.123], [0.948, 1.793, -0.787], [0.795, 1.118, -2.176], [1.422, -0.242, -2.240], [0.631, -1.282, -2.267], [1.221, -2.517, -2.284], [0.396, -3.675, -2.320], [-1.088, -3.429, -2.382], [-1.568, -3.175, -3.818], [-1.807, -4.480, -1.835], [0.972, -4.929, -2.330], [0.182, -6.146, -2.407], [-0.079, -6.501, -3.538], [-0.319, -6.912, -4.565], [2.391, -5.072, -2.282], [3.065, -6.424, -2.274], [3.628, -6.845, -0.926], [3.740, -8.261, -0.970], [2.745, -6.492, 0.275], [1.470, -6.813, 0.081], [3.174, -7.190, 1.358], [2.827, -5.197, 0.609], [3.163, -3.936, -2.266], [2.608, -2.646, -2.277], [3.442, -1.559, -2.285], [2.846, -0.400, -2.271], [3.737, 0.809, -2.298], [4.521, 1.074, -1.184], [5.371, 2.167, -1.230], [5.375, 2.914, -2.392], [4.546, 2.588, -3.450], [3.719, 1.537, -3.414], [-1.532, 8.147, 5.398], [-2.508, 8.058, 3.943], [-0.773, 8.407, 3.832], [-0.227, 6.205, 4.709], [-1.167, 6.057, 3.218], [-2.789, 6.158, 5.692], [-1.765, 4.732, 5.621], [-3.103, 5.158, 3.077], [-4.297, 5.017, 4.388], [-2.071, 3.084, 3.728], [-3.154, 2.876, 5.085], [-4.012, 1.512, 3.414], [-5.033, 2.965, 3.287], [-2.529, 2.764, 1.579], [-3.929, 3.772, 1.401], [-3.692, 1.901, -0.289], [-5.254, 2.171, 0.420], [-4.754, -0.253, 0.285], [-4.974, 0.290, 1.920], [-2.532, 0.364, 2.250], [-3.110, -1.226, 1.832], [-1.917, -1.324, -0.089], [-2.359, 0.312, -0.545], [0.214, -0.477, 0.247], [-0.473, 0.189, 1.689], [-0.046, 2.238, 1.014], [-1.156, 2.072, -0.321], [1.119, 2.856, -0.946], [1.828, 1.389, -0.298], [1.208, 1.753, -2.950], [-0.256, 0.973, -2.406], [-1.335, -2.556, -1.794], [-0.766, -3.262, -4.542], [-2.336, -3.910, -4.039], [-2.008, -2.189, -3.897], [2.361, -7.169, -2.618], [3.885, -6.404, -2.984], [4.611, -6.421, -0.740], [4.466, -8.529, -0.402], [4.239, -4.021, -2.242], [4.487, 0.441, -0.314], [6.012, 2.415, -0.401], [6.033, 3.765, -2.486], [4.567, 3.203, -4.335]],
  "smiles": "CCCCCCCCCCCCCCCc1nc2c([C@@H](C)F)c(N=C=O)c(C[C@H](O)C(F)(F)F)cc2nc1-c1ccccn1",
  "multiplicity": 1,
  "lumo_energy_ha": -0.01069,
  "charge": 0
}

=====

[2]
{
  "formula": "C5H20N10O5",
  "method": "the ωB97M-V functional and the def2-TZVPD basis",
  "species": ["N", "C", "N", "O", "H", "H", "H", "H", "N", "C", "N", "O", "H", "H", "H", "H", "N", "C", "N", "O", "H", "H", "H", "H", "N", "C", "N", "O", "H", "H", "H", "H", "N", "C", "N", "O", "H", "H", "H", "H"],
  "xyz": [[0.113, 1.279, -1.442], [1.078, 1.304, -0.570], [0.671, 1.250, 0.617], [2.263, 1.251, -0.840], [0.449, 1.494, -2.370], [-0.716, 1.588, -0.954], [-0.277, 1.050, 0.903], [1.440, 1.106, 1.255], [4.298, -0.539, -2.929], [5.286, -0.050, -2.255], [4.954, 0.898, -1.486], [6.510, -0.354, -2.435], [3.620, 0.184, -3.126], [4.474, -1.338, -3.521], [5.687, 1.589, -1.555], [3.972, 0.975, -1.263], [0.206, -0.698, 3.652], [1.508, -0.643, 3.323], [2.250, -0.424, 4.371], [1.881, -0.764, 2.156], [-0.050, -0.415, 4.587], [-0.493, -0.785, 2.928], [3.238, -0.218, 4.340], [1.790, -0.709, 5.224], [-2.362, -0.352, -2.426], [-3.605, -0.306, -2.832], [-3.893, -1.369, -3.577], [-4.460, 0.489, -2.568], [-1.925, 0.391, -1.901], [-1.824, -1.161, -2.705], [-3.209, -2.058, -3.854], [-4.745, -1.498, -4.104], [-3.798, 0.952, 1.828], [-2.957, -0.127, 1.921], [-3.672, -1.253, 2.157], [-1.772, -0.021, 1.847], [-3.270, 1.719, 1.437], [-4.802, 0.839, 1.854], [-3.190, -2.128, 2.303], [-4.666, -1.147, 2.009]],
  "smiles": "NC(N)=O.NC(N)=O.NC(N)=O.NC(N)=O.NC(N)=O",
  "multiplicity": 1,
  "lumo_energy_ha": 0.00391,
  "charge": 0
}

=====

[3]
{
  "formula": "C45H117N5O16",
  "method": "the ωB97M-V functional and the def2-TZVPD basis",
  "species": ["C", "C", "C", "C", "C", "C", "N", "O", "C", "C", "C", "H", "H", "H", "H", "H", "H", "H", "H", "H", "H", "H", "H", "H", "H", "H", "H", "H", "H", "H", "C", "C", "C", "C", "C", "C", "N", "O", "C", "C", "C", "H", "H", "H", "H", "H", "H", "H", "H", "H", "H", "H", "H", "H", "H", "H", "H", "H", "H", "H", "C", "C", "C", "C", "C", "C", "N", "O", "C", "C", "C", "H", "H", "H", "H", "H", "H", "H", "H", "H", "H", "H", "H", "H", "H", "H", "H", "H", "H", "H", "C", "C", "C", "C", "C", "C", "N", "O", "C", "C", "C", "H", "H", "H", "H", "H", "H", "H", "H", "H", "H", "H", "H", "H", "H", "H", "H", "H", "H", "H", "C", "C", "C", "C", "C", "C", "N", "O", "C", "C", "C", "H", "H", "H", "H", "H", "H", "H", "H", "H", "H", "H", "H", "H", "H", "H", "H", "H", "H", "H", "O", "H", "H", "O", "H", "H", "O", "H", "H", "O", "H", "H", "O", "H", "H", "O", "H", "H", "O", "H", "H", "O", "H", "H", "O", "H", "H", "O", "H", "H", "O", "H", "H"],
  "xyz": [[14.051, -14.481, -5.746], [12.602, -14.892, -6.220], [11.638, -14.844, -4.951], [11.114, -13.514, -4.492], [10.540, -12.831, -5.637], [11.478, -12.699, -6.872], [12.058, -13.973, -7.283], [12.661, -13.962, -8.467], [10.635, -12.059, -8.088], [12.564, -11.571, -6.600], [12.730, -16.362, -6.677], [14.723, -13.916, -6.393], [14.766, -15.240, -5.429], [13.869, -13.826, -4.894], [10.852, -15.522, -5.284], [11.990, -15.323, -4.038], [11.889, -12.967, -3.955], [10.297, -13.653, -3.784], [10.196, -11.834, -5.362], [9.598, -13.299, -5.926], [11.202, -11.984, -9.016], [9.774, -12.569, -8.521], [10.276, -11.036, -7.980], [13.179, -11.699, -7.491], [12.224, -10.536, -6.573], [13.035, -11.738, -5.631], [11.760, -16.674, -7.064], [13.051, -17.041, -5.887], [13.317, -16.242, -7.588], [11.861, -14.183, -8.950], [12.909, -26.558, -9.119], [12.482, -26.270, -7.677], [11.659, -24.993, -7.879], [10.774, -24.740, -6.707], [9.788, -25.891, -6.565], [10.390, -27.334, -6.420], [11.548, -27.440, -7.304], [12.229, -28.645, -7.124], [10.821, -27.601, -4.973], [9.302, -28.403, -6.940], [13.733, -26.024, -6.839], [12.196, -26.918, -9.861], [13.774, -27.221, -9.108], [13.233, -25.650, -9.629], [12.270, -24.104, -8.040], [11.023, -25.144, -8.752], [10.236, -23.793, -6.749], [11.402, -24.698, -5.817], [9.227, -26.014, -7.491], [9.062, -25.572, -5.817], [11.213, -26.712, -4.479], [10.024, -27.958, -4.320], [11.480, -28.447, -4.775], [9.230, -28.384, -8.028], [9.694, -29.401, -6.743], [8.322, -28.287, -6.478], [14.278, -25.094, -7.003], [14.550, -26.665, -7.169], [13.561, -26.213, -5.779], [12.159, -29.106, -7.963], [-2.796, -19.011, 1.556], [-3.959, -19.032, 0.414], [-5.267, -18.401, 0.938], [-5.253, -16.833, 0.940], [-4.951, -16.301, -0.497], [-3.610, -16.997, -1.002], [-3.618, -18.429, -0.864], [-2.449, -18.912, -1.354], [-3.503, -16.538, -2.548], [-2.345, -16.302, -0.283], [-4.234, -20.544, 0.123], [-2.655, -17.949, 1.757], [-1.865, -19.365, 1.115], [-2.819, -19.713, 2.389], [-6.199, -18.636, 0.424], [-5.384, -18.834, 1.932], [-4.539, -16.497, 1.691], [-6.187, -16.405, 1.304], [-4.817, -15.220, -0.550], [-5.853, -16.501, -1.075], [-2.583, -17.033, -2.861], [-4.333, -16.965, -3.110], [-3.399, -15.471, -2.742], [-2.697, -15.715, 0.566], [-1.581, -17.007, 0.046], [-1.841, -15.548, -0.888], [-4.504, -20.688, -0.923], [-4.977, -20.868, 0.852], [-3.379, -21.178, 0.357], [-2.615, -18.919, -2.300], [2.045, -7.832, -6.541], [2.003, -6.449, -7.273], [2.748, -5.354, -6.329], [3.321, -4.125, -6.929], [4.320, -4.613, -8.014], [3.632, -5.456, -9.146], [2.826, -6.531, -8.488], [2.596, -7.584, -9.295], [2.744, -4.572, -10.011], [4.802, -5.841, -10.105], [0.608, -5.983, -7.545], [1.688, -7.756, -5.514], [3.065, -8.178, -6.373], [1.587, -8.585, -7.181], [2.033, -4.992, -5.591], [3.530, -5.830, -5.738], [3.910, -3.489, -6.268], [2.540, -3.534, -7.408], [5.150, -5.209, -7.634], [4.722, -3.692, -8.435], [3.206, -3.677, -10.428], [2.247, -5.133, -10.802], [1.878, -4.226, -9.446], [5.378, -4.994, -10.478], [5.522, -6.494, -9.610], [4.535, -6.541, -10.896], [-0.125, -6.483, -6.910], [0.310, -6.338, -8.532], [0.230, -4.967, -7.434], [3.350, -8.099, -8.996], [2.206, -20.160, -11.384], [3.108, -20.080, -10.091], [4.547, -20.119, -10.656], [5.670, -19.533, -9.835], [5.272, -18.178, -9.152], [3.895, -18.244, -8.447], [2.970, -18.803, -9.396], [1.648, -18.663, -9.039], [3.933, -19.049, -7.159], [3.414, -16.734, -8.249], [2.854, -21.254, -9.205], [1.123, -20.157, -11.265], [2.313, -20.997, -12.073], [2.485, -19.392, -12.106], [4.889, -21.148, -10.765], [4.591, -19.826, -11.705], [6.614, -19.450, -10.373], [5.894, -20.232, -9.029], [5.294, -17.406, -9.921], [6.048, -17.803, -8.484], [4.618, -19.897, -7.128], [4.119, -18.279, -6.411], [2.981, -19.550, -6.983], [3.234, -16.131, -9.139], [2.622, -16.736, -7.500], [4.159, -16.116, -7.748], [3.718, -21.569, -8.620], [2.847, -22.100, -9.891], [2.085, -21.087, -8.452], [1.313, -18.124, -9.759], [2.256, -14.674, -14.166], [2.467, -15.483, -14.633], [3.105, -14.265, -13.999], [11.325, -20.462, -14.188], [11.061, -20.470, -15.108], [11.473, -21.383, -13.972], [4.515, -17.213, -17.308], [3.984, -17.506, -18.049], [5.246, -16.742, -17.708], [2.251, -29.250, -10.130], [1.658, -28.686, -9.634], [2.354, -28.808, -10.973], [-5.404, -20.082, -9.140], [-4.865, -20.563, -9.768], [-4.782, -19.543, -8.653], [-4.909, -19.251, -13.803], [-4.164, -18.654, -13.734], [-5.613, -18.813, -13.326], [-1.562, -20.076, -17.518], [-2.265, -19.435, -17.408], [-0.852, -19.585, -17.932], [-3.900, -23.977, -12.532], [-3.581, -24.568, -13.214], [-3.927, -23.117, -12.953], [9.412, -25.369, -14.107], [8.616, -24.843, -14.188], [9.099, -26.272, -14.065], [6.550, -23.009, -16.596], [7.111, -23.351, -17.293], [6.823, -22.097, -16.495], [-1.831, -15.892, -12.158], [-2.151, -15.049, -11.838], [-0.950, -15.707, -12.483]],
  "multiplicity": 1,
  "lumo_energy_ha": -0.00072,
  "charge": 0
}